The following is a DFT calculation (ωB97M-V with the def2-TZVPD basis set) of 3 unconnected molecules or ions with the total composition C4H16NO2.

Values from the calculation:
energy above the lowest of the compared OMol25 structures with the same formula, charge and spin: 40.60 kJ/mol
E_HOMO: -15.4 eV
HOMO-LUMO gap: 12.5 eV
charge: +1
spin multiplicity: 1

Geometry (Å):
C  -0.34536  0.39177  0.71841
C  -0.32560  0.92077  -0.71317
C  -0.94910  2.28685  -0.73656
C  1.10127  0.85709  -1.25414
N  0.01655  -1.06615  0.79117
H  0.37416  0.93103  1.32837
H  -1.27106  0.55905  1.26276
H  -0.91624  0.21316  -1.30340
H  -0.42413  3.03470  -0.14070
H  -1.11033  2.69336  -1.72857
H  -1.94786  2.29537  -0.28292
H  1.10147  1.45737  -2.16108
H  1.44583  -0.11019  -1.60092
H  1.79078  1.43519  -0.63485
H  -0.61666  -1.56861  0.16964
H  1.01364  -1.13015  0.62255
H  -0.17280  -1.43973  1.71774
H  3.52878  -2.22802  0.70107
H  3.40847  -0.98396  -0.07958
O  2.84899  -1.69988  0.25657
H  -2.72751  -2.52335  1.75871
H  -3.33734  -2.07856  0.44175
O  -2.48596  -2.24710  0.86716